39
Properties=species:S:1:pos:R:3:lowdin_charge:R:1 method="wB97M-V/def2-TZVPD" orbital_gap_ha=0.3300 lumo_energy_ev=-0.08 relative_energy_kcal_mol=19.57 smiles=CC(C)[C@@H](N)CN.O.O.O.O.O.O
N 0.358 -0.096 -2.513 0.05
C -0.797 -0.143 -1.617 -0.36
C -1.553 1.190 -1.708 -0.38
C -0.737 2.329 -1.065 -0.07
C -2.937 1.041 -1.074 -0.05
C -0.365 -0.460 -0.155 -0.25
N -0.473 -1.888 0.070 0.00
H 0.932 -0.921 -2.388 0.04
H 0.964 0.687 -2.321 0.05
H -1.442 -0.947 -1.910 0.13
H -1.572 1.469 -2.762 0.13
H -0.869 2.326 0.023 0.06
H 0.336 2.284 -1.240 0.07
H -1.163 3.270 -1.399 0.08
H -3.462 0.294 -1.667 0.08
H -2.825 0.701 -0.058 0.06
H -3.518 1.962 -1.058 0.08
H 0.606 0.012 0.045 0.11
H -1.044 0.040 0.541 0.09
H 0.107 -2.484 -0.512 0.07
H -0.220 -2.194 1.002 0.06
H 1.789 -1.405 1.623 -0.01
H 1.818 -1.909 3.085 0.04
O 1.366 -1.294 2.500 -0.07
H -0.392 0.961 3.311 0.04
H 0.642 0.560 4.284 0.04
O 0.208 1.358 3.954 -0.06
H 3.383 -0.991 -2.813 0.06
H 4.293 -0.406 -1.666 0.06
O 3.389 -0.564 -1.951 -0.04
H -2.512 -1.450 1.373 -0.01
H -2.794 -2.942 1.088 0.02
O -3.086 -2.183 1.595 -0.06
H 3.404 -2.657 0.204 0.06
H 2.531 -1.720 -0.660 0.01
O 2.548 -2.221 0.178 -0.07
H 1.030 2.696 2.680 0.01
H 0.720 3.090 1.214 0.01
O 1.337 2.605 1.767 -0.07